# 1
Molecular formula: C4H9NO
Method: DFT, wB97M-V/def2-TZVPD

For the total energy, the calculation gives -287.7486 a.u. Its energy above the lowest of the compared OMol25 structures with the same formula, charge and spin is 52.6 kcal/mol. Its SMILES is CN1CC(O)C1.

The geometry in XYZ format:
```
15
Properties=species:S:1:pos:R:3:forces:R:3:lowdin_charge:R:1
C -1.88087 -0.00987 0.23806 -0.26 0.09 0.18 -0.111
N -0.69648 -0.29523 -0.52872 -0.17 0.04 0.01 -0.207
C 0.36829 -1.13617 0.04602 0.10 -0.17 0.10 -0.115
C 1.39875 -0.08536 -0.44110 -0.11 -0.03 -0.23 -0.341
O 2.43245 0.30626 0.41427 0.02 0.10 0.23 -0.023
C 0.18948 0.85821 -0.55146 0.08 0.36 -0.01 -0.149
H -2.35614 -0.92470 0.60359 0.06 0.17 0.01 0.085
H -1.61451 0.68034 1.07568 -0.39 -0.57 -0.03 0.080
H -2.59373 0.53040 -0.39441 -0.01 -0.12 0.10 0.084
H 0.40186 -2.15175 -0.36512 0.08 0.19 0.09 0.111
H 0.38213 -1.19249 1.14882 -0.15 0.11 -0.13 0.122
H 1.86005 -0.35945 -1.39417 -0.17 0.13 0.12 0.148
H 2.01715 0.80193 1.13121 0.24 -0.10 0.03 0.087
H 0.03093 1.42608 0.40562 0.52 -0.08 -0.50 0.113
H 0.06064 1.55179 -1.38829 0.18 -0.11 0.03 0.117
```
Forces are in eV/Å.

=====

# 2
Molecular formula: C5H8IN2S
Method: DFT, wB97M-V/def2-TZVPD

For the total energy, the calculation gives -1000.4227 a.u. Its energy above the lowest of the compared OMol25 structures with the same formula, charge and spin is 0.0 kcal/mol. The total charge is +1. Its SMILES is C[NH2+][C@@H](I)c1nccs1.

The geometry in XYZ format:
```
17
Properties=species:S:1:pos:R:3:forces:R:3:lowdin_charge:R:1
C 0.92861 -1.93453 -1.38775 0.20 -0.55 -1.32 -0.205
C 1.56606 -1.21989 -2.33977 1.81 0.74 -0.62 -0.314
C 0.79907 0.06329 -0.50925 0.17 1.12 0.47 -0.702
C -1.96286 0.92923 0.92463 -4.36 -4.83 -1.39 -0.042
C 0.43803 0.98678 0.63579 -0.12 0.39 -0.46 -0.639
N 0.44491 -1.17902 -0.41326 -0.87 0.82 2.00 0.007
N -0.70528 0.31127 1.32254 0.19 -0.70 0.75 -0.097
S 1.73579 0.46601 -1.88135 -0.67 -1.37 0.08 1.100
I 2.11226 1.25585 2.08403 -0.95 -0.09 -0.88 0.890
H 0.78441 -2.99951 -1.33452 -0.03 -0.12 -0.32 0.126
H 2.19758 -1.54347 -3.16167 -0.51 -0.16 0.00 0.081
H -2.23752 0.68334 -0.23561 0.87 0.32 2.97 0.177
H -2.87330 0.55371 1.62687 2.28 0.60 -1.80 0.167
H -1.94837 1.91532 1.00801 0.33 4.38 0.51 0.027
H -0.01230 1.98370 0.37250 1.33 -0.82 -0.02 0.112
H -0.48347 0.43113 2.34473 -0.81 -0.77 -0.99 0.136
H -0.78360 -0.70321 0.94406 1.13 1.03 1.01 0.175
```
Forces are in eV/Å.

=====

# 3
Molecular formula: C27H31N3O3
Method: DFT, wB97M-V/def2-TZVPD

For the total energy, the calculation gives -1437.4752 a.u. Its energy above the lowest of the compared OMol25 structures with the same formula, charge and spin is 52.0 kcal/mol. Its SMILES is CC[C@@H](C)c1ccc(N(C(=O)c2ccco2)[C@H](C(=O)NC2CCCC2)c2cccnc2)cc1.

The geometry in XYZ format:
```
64
Properties=species:S:1:pos:R:3:forces:R:3:lowdin_charge:R:1
C 5.26869 2.84532 -0.91804 0.10 -0.14 -0.13 -0.092
C 5.85412 1.56772 -1.50636 -0.05 -0.03 0.08 -0.215
H 6.93536 1.68076 -1.61333 0.04 -0.04 -0.09 0.109
H 5.43458 1.41979 -2.50409 0.07 -0.02 -0.05 0.109
C 5.57903 0.29883 -0.67360 0.18 0.10 -0.06 -0.344
C 4.09194 0.08632 -0.54005 0.04 -0.18 -0.03 -0.207
C 3.40574 -0.54111 -1.57500 0.00 0.04 0.05 -0.016
C 2.03894 -0.73067 -1.52127 -0.18 0.01 0.15 -0.008
C 1.32305 -0.29180 -0.41443 0.61 0.25 0.01 -0.237
C 1.99339 0.34660 0.62032 -0.10 0.08 -0.21 0.009
C 3.36197 0.52764 0.55687 0.01 -0.08 -0.03 -0.016
H 3.85661 1.02816 1.37343 0.09 0.06 0.11 0.114
H 1.43619 0.70363 1.47401 -0.07 0.04 0.08 0.128
N -0.08096 -0.46713 -0.34909 -0.03 -0.04 -0.18 0.058
C -0.69052 -1.03693 0.72241 -0.20 -0.16 0.33 -0.359
O -1.89234 -0.93789 0.93784 0.10 -0.11 0.18 0.082
C 0.16494 -1.85968 1.59749 0.65 -0.61 -0.43 -0.186
C 1.25451 -2.66110 1.35621 -0.65 0.43 0.06 0.006
C 1.53840 -3.31277 2.57355 -0.31 0.04 0.43 -0.039
C 0.60530 -2.86583 3.46238 0.69 -0.50 -0.09 -0.099
O -0.22728 -2.00140 2.88114 -0.51 0.37 0.04 0.077
H 0.44451 -3.08256 4.50011 -0.11 0.05 0.13 0.125
H 2.32432 -4.01528 2.75919 0.14 -0.16 0.11 0.103
H 1.77851 -2.77808 0.43026 0.10 0.06 -0.21 0.117
C -0.87136 0.18525 -1.39522 -0.15 0.26 -0.15 -0.116
C -2.03122 -0.67123 -1.83607 -0.25 -0.15 -0.24 -0.149
C -3.24509 -0.12296 -2.23202 0.18 -0.15 -0.05 -0.010
C -4.25888 -0.96622 -2.65596 0.07 -0.04 0.00 -0.048
C -4.01749 -2.33051 -2.67745 -0.29 0.18 -0.08 -0.151
N -2.85933 -2.86231 -2.32578 0.07 -0.53 -0.04 0.071
C -1.89922 -2.05593 -1.91956 0.15 0.36 0.01 -0.098
H -0.97168 -2.54274 -1.64290 0.12 0.04 0.08 0.119
H -4.77641 -3.03268 -2.99589 -0.13 0.02 -0.04 0.102
H -5.21410 -0.56996 -2.96387 -0.09 0.01 -0.03 0.102
H -3.39197 0.94704 -2.21584 -0.05 0.08 0.02 0.117
H -0.19894 0.32911 -2.25015 -0.14 0.06 0.27 0.159
C -1.27941 1.61274 -0.94945 0.16 -0.45 -0.20 -0.451
O -0.80706 2.59444 -1.48805 0.17 0.25 -0.22 0.074
N -2.16344 1.62790 0.04992 -0.37 -0.05 0.48 0.125
H -2.44312 0.73948 0.46037 0.17 -0.01 -0.21 0.111
C -2.62529 2.83102 0.70274 0.08 0.48 -0.10 -0.298
H -2.26254 3.67584 0.11196 -0.07 -0.11 0.09 0.146
C -2.15021 2.86867 2.15777 0.03 -0.01 -0.08 -0.134
C -3.08398 1.88811 2.87350 0.05 0.01 0.15 -0.179
C -4.40571 1.91839 2.08112 -0.14 -0.02 0.04 -0.174
H -4.68429 0.91007 1.77676 -0.08 -0.04 0.03 0.104
H -5.22201 2.31890 2.68100 -0.06 -0.08 -0.01 0.101
C -4.14802 2.80194 0.85098 0.05 0.04 -0.06 -0.137
H -4.50647 3.81671 1.02483 -0.02 0.04 -0.01 0.113
H -4.63440 2.41712 -0.04404 -0.03 0.07 -0.07 0.107
H -3.22868 2.16550 3.91665 0.03 -0.08 0.04 0.103
H -2.65970 0.88417 2.85286 0.02 -0.03 0.06 0.094
H -1.10041 2.59362 2.25145 0.07 0.07 -0.01 0.110
H -2.27798 3.87872 2.54832 0.01 0.06 0.02 0.115
H 1.52857 -1.23288 -2.33035 -0.08 -0.06 -0.09 0.121
H 3.95310 -0.89325 -2.43775 0.08 -0.04 -0.09 0.119
C 6.31547 0.32421 0.66430 -0.10 -0.09 -0.23 -0.067
H 7.38937 0.33316 0.49090 0.10 0.03 0.02 0.081
H 6.06279 1.20362 1.24848 -0.01 0.09 0.13 0.064
H 6.06837 -0.56064 1.24698 0.02 -0.05 0.12 0.084
H 5.97712 -0.54609 -1.24958 -0.07 0.05 0.05 0.136
H 5.70510 3.07064 0.05146 0.01 0.09 0.13 0.068
H 5.47484 3.68259 -1.58078 -0.02 0.11 0.00 0.073
H 4.19075 2.75823 -0.80406 -0.10 0.08 0.03 0.072
```
Forces are in eV/Å.

=====

# 4
Molecular formula: C22H36N4O3
Method: DFT, wB97M-V/def2-TZVPD

For the total energy, the calculation gives -1304.7107 a.u. Its energy above the lowest of the compared OMol25 structures with the same formula, charge and spin is 7.6 kcal/mol. Its SMILES is COCCCCC(=O)N[C@H]1CC[C@@H](N(C)C(=O)c2cnc3n2CC[C@@H](C)C3)CC1.

The geometry in XYZ format:
```
65
Properties=species:S:1:pos:R:3:forces:R:3:lowdin_charge:R:1
C -2.71107 6.29840 -3.75504 0.01 -0.03 0.00 -0.119
O -2.00782 5.07990 -3.74530 0.00 0.01 -0.02 -0.192
C -2.36829 4.24906 -4.83179 0.00 0.02 0.01 -0.255
C -1.56839 2.96670 -4.76231 0.00 0.00 0.00 -0.178
C -1.84120 2.18221 -3.48435 0.00 -0.01 0.01 -0.191
C -1.13324 0.82275 -3.43716 -0.01 0.01 -0.02 -0.110
C 0.37179 0.97686 -3.51912 0.01 0.01 0.08 -0.493
O 0.97362 1.00717 -4.58068 -0.01 -0.02 -0.02 0.053
N 0.99907 1.13838 -2.32448 0.01 0.03 -0.10 0.118
C 2.44644 1.29759 -2.23862 -0.09 0.03 -0.02 -0.308
C 2.80922 1.99283 -0.93133 -0.04 0.01 0.02 -0.133
C 2.38424 1.15835 0.27598 0.22 0.07 0.17 -0.138
C 2.97435 -0.25441 0.20028 -0.19 -0.04 -0.18 -0.272
N 2.55115 -1.12797 1.30331 0.10 0.12 0.19 -0.053
C 3.52188 -2.14477 1.67865 0.03 0.10 0.10 -0.035
C 1.25710 -1.14323 1.73032 -0.03 -0.07 -0.06 -0.383
O 0.33922 -0.63350 1.09235 -0.05 -0.07 -0.04 0.044
C 0.97910 -1.75201 3.04838 -0.06 -0.02 -0.09 -0.135
C 1.66460 -1.74143 4.23447 0.03 -0.03 0.03 -0.091
N 0.90793 -2.26887 5.23788 0.04 0.02 -0.02 0.116
C -0.23318 -2.60105 4.67106 -0.05 -0.06 -0.04 -0.297
N -0.25109 -2.30845 3.34880 0.00 0.08 0.06 0.041
C -1.40721 -2.46925 2.46852 0.02 -0.02 0.00 -0.112
C -2.40042 -3.44001 3.08649 0.00 -0.01 0.00 -0.148
C -2.68045 -3.10456 4.54963 0.01 0.03 -0.01 -0.386
C -3.79206 -3.96646 5.12842 0.00 0.00 -0.01 -0.074
C -1.38517 -3.27034 5.34293 0.00 0.01 0.01 -0.084
C 2.76353 -0.94795 -1.15020 0.02 0.00 -0.08 -0.129
C 3.14919 -0.05477 -2.32698 0.01 -0.07 0.03 -0.132
H -2.37725 6.87809 -2.89698 -0.01 0.01 0.00 0.086
H -2.51124 6.86652 -4.67164 0.00 0.00 0.00 0.086
H -3.79303 6.13495 -3.67864 0.00 0.00 0.00 0.087
H -3.44711 4.03466 -4.78817 0.00 -0.01 0.00 0.124
H -2.17491 4.77225 -5.77801 0.00 -0.01 0.00 0.122
H -1.81541 2.35463 -5.63469 -0.01 0.00 0.00 0.125
H -0.50570 3.20181 -4.84354 0.00 0.00 0.00 0.118
H -1.54170 2.78171 -2.62234 0.00 0.00 0.00 0.114
H -2.91825 2.01465 -3.38651 0.00 -0.01 -0.01 0.116
H -1.40933 0.30021 -2.51808 0.01 -0.01 0.00 0.113
H -1.43965 0.20609 -4.28291 0.00 0.02 -0.01 0.121
H 0.47129 0.98154 -1.48186 0.00 -0.01 0.01 0.129
H 2.73584 1.91134 -3.09169 0.04 0.00 0.02 0.146
H 3.88969 2.16153 -0.91723 0.01 -0.03 -0.03 0.120
H 2.33116 2.97348 -0.89089 0.01 0.00 0.02 0.119
H 2.74811 1.61787 1.19930 -0.02 0.06 -0.02 0.125
H 1.30244 1.14025 0.36346 0.01 -0.08 -0.04 0.089
H 4.05354 -0.11835 0.34114 0.02 -0.10 -0.02 0.151
H 3.08803 -2.83387 2.39422 0.02 -0.02 -0.01 0.082
H 3.82855 -2.71218 0.79735 0.01 0.01 -0.01 0.085
H 4.41239 -1.69024 2.11891 -0.01 0.00 0.02 0.095
H 2.65693 -1.36050 4.41644 0.00 0.00 -0.01 0.112
H -1.86282 -1.49087 2.31374 0.00 0.00 0.00 0.129
H -1.05908 -2.81557 1.49755 -0.01 0.00 0.00 0.126
H -3.32152 -3.40663 2.50120 0.00 0.00 0.00 0.121
H -2.01645 -4.46426 3.02396 0.01 0.00 0.00 0.129
H -2.98419 -2.05195 4.60247 0.00 0.00 0.00 0.148
H -3.52398 -5.02461 5.07423 0.00 0.00 0.00 0.083
H -3.97527 -3.72137 6.17572 0.00 -0.01 0.00 0.080
H -4.72510 -3.82727 4.58041 0.00 0.00 0.00 0.078
H -1.16399 -4.33919 5.44235 0.01 0.00 0.01 0.129
H -1.47504 -2.87265 6.35425 -0.01 0.00 0.00 0.126
H 3.36761 -1.85784 -1.17378 -0.05 -0.03 -0.03 0.107
H 1.72091 -1.26146 -1.24160 -0.03 0.09 0.07 0.119
H 2.88963 -0.53109 -3.27306 0.00 -0.02 0.01 0.116
H 4.23212 0.10717 -2.33521 -0.01 0.04 0.01 0.121
```
Forces are in eV/Å.

=====

# 5
Molecular formula: C4H12N2
Method: DFT, wB97M-V/def2-TZVPD

For the total energy, the calculation gives -269.0659 a.u. Its energy above the lowest of the compared OMol25 structures with the same formula, charge and spin is 31.6 kcal/mol. Its SMILES is CNCCCN.

The geometry in XYZ format:
```
18
Properties=species:S:1:pos:R:3:forces:R:3:lowdin_charge:R:1
C 0.18640 1.59728 -1.33695 0.49 -0.48 0.71 -0.250
C -1.02430 0.78022 -0.78838 -0.46 -1.18 0.29 -0.179
C -0.85815 -0.17975 0.42246 1.44 0.56 0.17 -0.271
C 0.21489 -2.16756 1.35483 0.40 -0.01 -0.93 -0.128
N -0.03992 -1.36749 0.12049 -0.66 -0.40 1.17 -0.123
N 1.46706 1.44816 -0.59360 -1.38 1.68 -1.58 -0.002
H 0.28765 1.42642 -2.41863 0.32 -0.43 0.39 0.099
H -0.03917 2.65820 -1.31413 -0.12 0.20 0.30 0.093
H -1.37462 0.15165 -1.61198 -0.30 0.11 0.07 0.096
H -1.84439 1.40686 -0.45471 -0.14 0.50 -0.39 0.091
H -0.39841 0.37960 1.25892 0.25 0.17 -0.17 0.097
H -1.78767 -0.48841 0.92094 -0.18 -0.14 -0.93 0.114
H 1.26003 -2.45672 1.25650 0.11 -0.26 0.40 0.068
H -0.34612 -3.11084 1.35667 -0.24 0.48 0.31 0.072
H 0.12647 -1.56830 2.27592 -0.25 -0.35 -0.17 0.075
H 0.89532 -1.10921 -0.12813 0.02 0.64 -0.57 0.053
H 1.41488 2.05832 0.20359 0.56 -0.67 0.43 0.062
H 1.86004 0.54155 -0.52381 0.14 -0.42 0.49 0.034
```
Forces are in eV/Å.

=====

Copy entry 1 word for word.
Molecular formula: C4H9NO
Method: DFT, wB97M-V/def2-TZVPD

For the total energy, the calculation gives -287.7486 a.u. Its energy above the lowest of the compared OMol25 structures with the same formula, charge and spin is 52.6 kcal/mol. Its SMILES is CN1CC(O)C1.

The geometry in XYZ format:
```
15
Properties=species:S:1:pos:R:3:forces:R:3:lowdin_charge:R:1
C -1.88087 -0.00987 0.23806 -0.26 0.09 0.18 -0.111
N -0.69648 -0.29523 -0.52872 -0.17 0.04 0.01 -0.207
C 0.36829 -1.13617 0.04602 0.10 -0.17 0.10 -0.115
C 1.39875 -0.08536 -0.44110 -0.11 -0.03 -0.23 -0.341
O 2.43245 0.30626 0.41427 0.02 0.10 0.23 -0.023
C 0.18948 0.85821 -0.55146 0.08 0.36 -0.01 -0.149
H -2.35614 -0.92470 0.60359 0.06 0.17 0.01 0.085
H -1.61451 0.68034 1.07568 -0.39 -0.57 -0.03 0.080
H -2.59373 0.53040 -0.39441 -0.01 -0.12 0.10 0.084
H 0.40186 -2.15175 -0.36512 0.08 0.19 0.09 0.111
H 0.38213 -1.19249 1.14882 -0.15 0.11 -0.13 0.122
H 1.86005 -0.35945 -1.39417 -0.17 0.13 0.12 0.148
H 2.01715 0.80193 1.13121 0.24 -0.10 0.03 0.087
H 0.03093 1.42608 0.40562 0.52 -0.08 -0.50 0.113
H 0.06064 1.55179 -1.38829 0.18 -0.11 0.03 0.117
```
Forces are in eV/Å.

=====

- energy above the lowest of the compared OMol25 structures with the same formula, charge and spin of number 2 (C5H8IN2S)?
  0.0 kcal/mol